No. 1
C19H25N5S | ωB97M-V/def2-TZVPD

CARTESIAN COORDINATES (ANGSTROEM)
N: 0.635 1.475 -1.485
N: -0.496 3.119 -0.278
N: 1.010 -2.612 1.013
S: -0.276 -0.366 1.811
C: 0.072 2.697 -1.412
C: 0.715 -1.338 0.760
C: 0.556 0.641 -0.449
C: -0.629 2.261 0.703
C: 1.855 -3.298 0.204
C: -0.151 0.972 0.656
C: 1.182 -0.664 -0.360
C: 2.400 -2.679 -0.957
C: 2.073 -1.303 -1.227
N: -1.260 2.848 1.770
N: -3.812 4.115 1.912
C: -4.680 5.166 2.433
C: -4.227 3.443 0.671
C: 1.210 -5.768 -0.099
C: 2.100 -4.730 0.625
C: 3.237 -3.464 -1.934
C: 2.636 -0.563 -2.416
C: -2.292 2.184 2.555
C: -3.336 3.199 3.004
C: 3.333 -2.766 -3.256
C: 3.785 -1.321 -3.070
H: 0.082 3.378 -2.238
H: -1.467 3.792 1.451
H: -4.150 5.673 3.271
H: -4.946 5.952 1.658
H: -5.630 4.716 2.768
H: -3.442 2.817 0.224
H: -5.072 2.835 0.931
H: -4.552 4.146 -0.093
H: 1.572 -6.792 0.183
H: 0.156 -5.627 0.136
H: 1.364 -5.657 -1.180
H: 3.136 -4.970 0.341
H: 1.991 -4.818 1.721
H: 2.813 -4.450 -2.078
H: 4.236 -3.577 -1.534
H: 2.966 0.397 -2.084
H: 1.828 -0.373 -3.113
H: -2.750 1.343 1.961
H: -1.821 1.724 3.429
H: -4.182 2.660 3.440
H: -2.897 3.800 3.782
H: 4.038 -3.350 -3.873
H: 2.375 -2.800 -3.811
H: 4.677 -1.238 -2.449
H: 4.035 -0.829 -4.019

Values from the calculation:
- Kohn-Sham gap (eV) = 8.507
- HOMO level (eV) = -8.08
- ΔE to the lowest compared entry with this formula, charge and spin (kJ/mol) = 41.2
- structure (SMILES) = CCc1nc2sc3c(NCCN(C)C)ncnc3c2c2c1CCCC2
- E_tot (Ha) = -1410.99120

---

No. 2
C19H25N8O2PtS | ωB97M-V/def2-TZVPD

CARTESIAN COORDINATES (ANGSTROEM)
Pt: -0.088 -0.092 0.297
N: 2.031 0.076 0.030
C: 2.234 1.301 -0.785
C: 3.666 1.815 -0.817
C: 4.712 0.815 -1.338
C: 5.498 0.114 -0.230
N: 6.428 -0.893 -0.761
C: 6.115 -2.133 -1.107
N: 7.021 -2.910 -1.705
N: 4.892 -2.618 -0.884
C: 1.244 2.374 -0.258
O: 1.581 3.534 -0.230
O: 0.088 1.904 0.085
H: 2.463 0.183 0.943
H: 2.414 -0.749 -0.417
H: 1.898 1.053 -1.796
H: 3.936 2.194 0.174
H: 3.658 2.694 -1.459
H: 5.436 1.351 -1.954
H: 4.251 0.068 -1.992
H: 4.856 -0.348 0.523
H: 6.112 0.836 0.307
H: 7.354 -0.572 -0.997
H: 7.944 -2.571 -1.915
H: 6.798 -3.850 -1.981
H: 4.289 -2.171 -0.213
H: 4.710 -3.599 -1.023
S: -2.348 -0.100 0.312
C: -2.501 -1.832 0.243
N: -3.719 -2.348 0.210
N: -3.868 -3.619 -0.068
C: -3.148 -4.447 -0.951
C: -3.375 -5.817 -0.862
C: -2.759 -6.679 -1.754
C: -1.925 -6.181 -2.744
C: -1.721 -4.808 -2.839
C: -2.323 -3.937 -1.949
N: -1.441 -2.655 0.357
N: -0.311 -2.054 0.530
C: 0.751 -2.939 0.853
C: 0.802 -4.223 0.314
C: 1.823 -5.081 0.691
C: 2.787 -4.678 1.609
C: 2.726 -3.399 2.151
C: 1.717 -2.526 1.771
H: -4.768 -3.970 0.227
H: -4.028 -6.204 -0.089
H: -2.936 -7.743 -1.675
H: -1.452 -6.851 -3.447
H: -1.098 -4.408 -3.627
H: -2.177 -2.869 -2.049
H: 0.032 -4.535 -0.379
H: 1.851 -6.083 0.282
H: 3.558 -5.367 1.927
H: 3.438 -3.096 2.909
H: 1.603 -1.562 2.251

Values from the calculation:
- Kohn-Sham gap (spin up / spin down) (eV) = 6.011 / 6.154
- HOMO level (spin up / spin down) (eV) = -9.41 / -9.59
- E_tot (Ha) = -1844.84516
- charge = +1

---

No. 3
C19H25NO2 | ωB97M-V/def2-TZVPD

CARTESIAN COORDINATES (ANGSTROEM)
C: -0.175 -0.896 -3.733
C: 0.585 -0.076 -2.699
H: 1.006 -0.734 -1.937
H: 1.420 0.435 -3.182
C: -0.336 0.951 -2.023
N: 0.285 1.594 -0.888
C: 0.053 1.324 0.420
O: 0.716 1.853 1.295
C: -1.077 0.373 0.785
H: -1.959 0.532 0.164
H: -1.342 0.605 1.817
C: -0.637 -1.106 0.705
C: -1.765 -1.987 1.148
C: -1.875 -2.920 2.136
C: -3.195 -3.432 2.054
C: -3.787 -2.775 1.024
O: -2.931 -1.900 0.466
H: -4.771 -2.833 0.602
H: -3.633 -4.183 2.678
H: -1.114 -3.212 2.829
C: 0.608 -1.343 1.523
C: 1.754 -1.846 0.925
C: 2.909 -2.046 1.662
C: 2.929 -1.745 3.011
C: 1.788 -1.248 3.618
C: 0.637 -1.049 2.880
H: -0.246 -0.661 3.365
H: 1.797 -1.010 4.672
H: 3.830 -1.896 3.588
H: 3.793 -2.435 1.179
H: 1.749 -2.088 -0.129
H: -0.423 -1.348 -0.343
C: 1.332 2.565 -1.174
C: 0.895 4.001 -0.869
C: -0.291 4.450 -1.713
H: -0.059 4.380 -2.775
H: -1.165 3.836 -1.504
H: -0.543 5.483 -1.488
H: 1.747 4.659 -1.053
H: 0.642 4.065 0.189
H: 2.200 2.325 -0.552
H: 1.609 2.476 -2.225
H: -1.251 0.450 -1.710
H: -0.611 1.718 -2.754
H: 0.488 -1.608 -4.217
H: -0.988 -1.448 -3.265
H: -0.599 -0.248 -4.497

Values from the calculation:
- Kohn-Sham gap (eV) = 9.322
- HOMO level (eV) = -8.52
- ΔE to the lowest compared entry with this formula, charge and spin (kJ/mol) = 132.4
- structure (SMILES) = CCCN(CCC)C(=O)C[C@@H](c1ccccc1)c1ccco1
- E_tot (Ha) = -944.23683